# 1
Formula: C27H44F9N8O9S3
Source: the Open Molecules 2025 dataset
Level of theory: ωB97M-V/def2-TZVPD

Geometry as ORCA input:
```
! RIJCOSX wB97M-V def2-TZVPD def2/J DEFGRID3
* xyz 1 1
C -9.654 -25.830 17.867
C -9.069 -25.180 16.581
N -9.396 -23.815 16.461
C -10.620 -23.301 16.110
C -10.512 -21.897 16.069
N -9.215 -21.620 16.394
C -8.548 -22.781 16.690
C -8.639 -20.302 16.300
H -9.216 -26.827 17.822
H -10.728 -25.939 18.017
H -9.479 -25.161 18.710
H -9.660 -25.554 15.744
H -8.021 -25.205 16.284
H -11.426 -24.010 15.995
H -11.246 -21.111 15.970
H -7.525 -22.798 17.035
H -9.114 -19.782 15.468
H -7.625 -20.422 15.918
H -8.843 -19.798 17.245
C -12.698 -19.322 7.995
C -11.591 -20.312 8.275
N -11.878 -21.183 9.404
C -12.442 -22.417 9.327
C -12.796 -22.820 10.620
N -12.415 -21.842 11.479
C -11.903 -20.813 10.788
C -12.658 -21.859 12.929
H -12.612 -18.884 7.000
H -12.741 -18.480 8.686
H -13.690 -19.721 7.781
H -10.647 -19.834 8.535
H -11.178 -20.867 7.433
H -12.496 -22.823 8.327
H -13.295 -23.728 10.925
H -11.659 -19.855 11.223
H -13.251 -20.979 13.178
H -11.670 -21.843 13.389
H -13.206 -22.772 13.163
C -16.278 -22.381 9.528
C -15.832 -20.951 9.306
N -15.746 -20.085 10.499
C -15.227 -18.788 10.568
C -15.201 -18.356 11.905
N -15.807 -19.358 12.657
C -16.017 -20.420 11.817
C -15.997 -19.496 14.099
H -17.329 -22.483 9.799
H -15.700 -22.852 10.323
H -16.405 -22.914 8.585
H -16.415 -20.454 8.530
H -14.850 -21.110 8.861
H -14.977 -18.263 9.657
H -14.891 -17.415 12.334
H -16.526 -21.349 12.028
H -16.809 -20.121 14.470
H -16.263 -18.489 14.424
H -15.067 -19.852 14.542
C -13.574 -14.282 12.847
C -13.027 -13.983 11.394
N -11.662 -14.338 11.259
C -10.538 -13.658 11.669
C -9.342 -14.352 11.458
N -9.824 -15.497 10.796
C -11.233 -15.543 10.770
C -8.994 -16.641 10.398
H -13.367 -13.414 13.473
H -12.962 -15.089 13.251
H -14.634 -14.529 12.797
H -13.433 -13.157 10.810
H -13.571 -14.688 10.764
H -10.846 -12.757 12.178
H -8.294 -14.299 11.716
H -11.801 -16.353 10.338
H -7.953 -16.571 10.714
H -9.076 -16.527 9.317
H -9.496 -17.533 10.771
C -7.990 -13.358 15.173
F -8.886 -13.031 16.092
F -6.805 -13.736 15.831
F -8.498 -14.334 14.419
S -7.907 -11.854 14.088
O -9.231 -11.738 13.527
O -7.578 -10.686 14.950
O -6.912 -12.191 13.075
C -13.836 -19.037 17.805
F -13.107 -17.876 17.641
F -14.668 -18.762 18.794
F -14.486 -19.239 16.675
S -12.629 -20.356 18.426
O -11.253 -19.840 18.122
O -12.753 -20.513 19.902
O -13.008 -21.646 17.787
C -10.648 -17.114 14.702
F -10.873 -15.748 14.535
F -9.399 -17.453 14.266
F -10.621 -17.496 16.007
S -11.966 -18.075 13.701
O -11.782 -17.629 12.337
O -11.654 -19.461 13.954
O -13.231 -17.700 14.269
*
```

- largest force on an atom (eV Å⁻¹) = 5.22
- Kohn-Sham gap (eV) = 5.31
- highest occupied orbital energy (eV) = -9.0
- energy relative to the best compared isomer or geometry (same formula, charge and spin) (kcal/mol) = 0.0

Here are the Löwdin charges for atoms 1 to 6, given in e: atom 1 (C): -0.036, atom 2 (C): -0.182, atom 3 (N): -0.109, atom 4 (C): 0.013, atom 5 (C): -0.013, atom 6 (N): -0.082

---

# 2
Formula: C27H44N3P3PtSe
Source: the Open Molecules 2025 dataset
Level of theory: ωB97M-V/def2-TZVPD

Geometry as ORCA input:
```
! RIJCOSX wB97M-V def2-TZVPD def2/J DEFGRID3
* xyz 4 5
Pt 0.958 -0.591 -1.561
P 1.002 1.566 -0.825
P -0.735 -0.300 -3.223
P 3.250 -0.885 -1.844
H 2.427 -0.757 3.776
C 1.453 -0.385 3.412
C 0.430 -1.435 3.342
H 0.371 -2.248 4.067
C -0.444 1.884 0.233
C 0.948 2.833 -2.137
C 2.403 2.064 0.226
C -1.535 -1.792 -3.921
C -2.149 0.706 -2.666
C -0.014 0.505 -4.692
C 4.140 -1.100 -0.275
C 4.000 0.521 -2.724
C 3.717 -2.341 -2.821
H 1.180 0.555 3.926
H -0.385 -1.302 2.624
H -0.296 1.376 1.196
H -1.360 1.502 -0.232
H -0.540 2.967 0.396
H -0.004 2.811 -2.683
H 1.779 2.684 -2.839
H 1.055 3.814 -1.651
H 2.374 1.508 1.171
H 2.285 3.137 0.441
H 3.369 1.896 -0.265
H -2.217 -1.474 -4.724
H -2.110 -2.313 -3.145
H -0.787 -2.482 -4.334
H -2.946 0.615 -3.417
H -1.877 1.763 -2.562
H -2.520 0.316 -1.707
H -0.750 0.460 -5.505
H 0.886 -0.046 -4.996
H 0.242 1.551 -4.487
H 5.201 -1.257 -0.514
H 3.756 -1.986 0.247
H 4.028 -0.218 0.368
H 5.042 0.255 -2.948
H 3.983 1.443 -2.131
H 3.466 0.691 -3.668
H 4.814 -2.370 -2.887
H 3.295 -2.272 -3.830
H 3.351 -3.257 -2.334
C 1.589 -4.094 -0.661
C 1.760 -3.865 0.713
C 2.422 -4.821 1.485
C 2.887 -6.008 0.898
C 2.709 -6.238 -0.473
C 2.060 -5.286 -1.258
Se 0.550 -2.904 -1.766
H 1.526 -0.132 2.284
H 1.359 -2.952 1.165
H 2.571 -4.628 2.548
H 3.377 -6.765 1.515
H 3.071 -7.166 -0.926
H 1.886 -5.451 -2.324
N -5.735 7.300 4.661
C -5.392 6.237 4.313
C -4.961 4.936 3.878
C -3.863 4.319 4.494
C -3.424 3.068 4.057
C -4.090 2.438 2.995
C -5.192 3.043 2.377
C -5.626 4.293 2.825
N -3.621 1.204 2.512
C -4.088 0.491 1.403
C -3.241 -0.585 1.248
N -2.271 -0.537 2.223
C -2.516 0.515 2.981
H -3.350 4.824 5.312
H -2.565 2.596 4.534
H -5.702 2.550 1.548
H -6.483 4.771 2.348
H -4.948 0.791 0.833
H -3.274 -1.379 0.520
H -1.962 0.824 3.859
*
```

- largest force on an atom (eV Å⁻¹) = 2.88
- Kohn-Sham gap (spin up / spin down) (eV) = 4.55 / 4.80
- highest occupied orbital energy (spin up / spin down) (eV) = -16.8 / -19.3
- expectation value of S² = 6.059
- energy relative to the best compared isomer or geometry (same formula, charge and spin) (kcal/mol) = 11.9

Here are the Löwdin charges for atoms 1 to 6, given in e: atom 1 (Pt): 0.477, atom 2 (P): 0.623, atom 3 (P): 0.686, atom 4 (P): 0.685, atom 5 (H): 0.083, atom 6 (C): -0.184

---

The highest largest force on an atom belongs to which entry? C27H44F9N8O9S3